A molecular structure, C40H31FGeN3O3S3Sr, computed with ωB97M-V with the def2-TZVPD basis set.

CARTESIAN COORDINATES (ANGSTROEM)
Sr: -0.5214 1.1598 -0.7622
C: 3.3171 -4.7190 -3.6438
C: 1.8424 -4.8601 -4.0035
C: 1.3988 -6.2979 -3.7908
C: -0.0884 -6.4586 -4.0411
C: -0.8531 -5.5282 -3.1444
C: -2.1134 -5.8424 -2.7000
C: -2.8200 -4.9551 -1.8902
F: -4.0524 -5.3136 -1.4873
C: -2.2970 -3.7578 -1.5123
C: -1.0087 -3.4139 -1.9547
C: -0.4789 -2.1101 -1.5762
O: -1.0883 -1.3203 -0.8242
C: 0.7674 -1.7740 -2.2224
C: 1.4325 -2.6790 -2.9718
N: 0.9946 -3.9402 -3.2003
C: -0.2745 -4.2967 -2.7621
C: 1.1333 -0.3331 -2.0345
O: 0.5584 0.4803 -2.8113
O: 1.6884 0.0034 -0.9555
H: 3.8702 -5.5276 -4.1215
H: 3.4550 -4.8007 -2.5645
H: 3.7611 -3.7855 -3.9825
H: 1.6976 -4.6007 -5.0577
H: 1.6422 -6.5990 -2.7673
H: 1.9769 -6.9309 -4.4643
H: -0.4058 -7.4867 -3.8670
H: -0.3123 -6.2281 -5.0877
H: -2.5746 -6.7818 -2.9785
H: -2.8459 -3.0628 -0.8929
H: 2.3686 -2.4149 -3.4393
C: -4.5762 1.5924 4.6425
C: -3.4747 2.3811 4.9416
C: -2.2758 2.1831 4.2701
C: -2.1664 1.1854 3.3019
C: -3.2841 0.4054 3.0019
C: -4.4816 0.6050 3.6705
Ge: -0.4731 0.8313 2.4273
C: 0.8149 2.2246 2.8483
C: 1.9886 1.9462 3.5486
C: 2.8639 2.9705 3.8817
C: 2.5841 4.2780 3.5065
C: 1.4244 4.5651 2.7995
C: 0.5475 3.5417 2.4711
C: 0.1861 -0.9300 2.9132
C: 1.2496 -1.5126 2.2199
C: 1.7583 -2.7386 2.6231
C: 1.2076 -3.3970 3.7146
C: 0.1428 -2.8309 4.4017
C: -0.3702 -1.6050 3.9999
H: -5.5127 1.7522 5.1615
H: -3.5492 3.1549 5.6950
H: -1.4220 2.8074 4.5075
H: -3.2244 -0.3576 2.2334
H: -5.3443 -0.0008 3.4254
H: 2.2163 0.9276 3.8404
H: 3.7677 2.7478 4.4343
H: 3.2705 5.0739 3.7658
H: 1.2004 5.5840 2.5087
H: -0.3704 3.7783 1.9405
H: 1.6781 -1.0142 1.3557
H: 2.5856 -3.1815 2.0826
H: 1.6063 -4.3534 4.0283
H: -0.2911 -3.3443 5.2503
H: -1.2057 -1.1723 4.5379
S: -2.3915 7.0893 -3.1108
C: -2.3024 5.5853 -2.4314
S: -3.6992 4.5551 -2.2187
C: -2.7314 3.3542 -1.4233
N: -1.4715 3.6855 -1.3332
N: -1.2350 4.9253 -1.9194
C: 0.1064 5.4051 -1.8455
C: 0.8500 5.1371 -0.7022
C: 2.1607 5.5780 -0.6160
C: 2.7304 6.2872 -1.6634
C: 1.9832 6.5422 -2.8031
C: 0.6723 6.1016 -2.9039
S: -3.3117 1.8605 -0.8358
H: 0.3959 4.5842 0.1048
H: 2.7368 5.3692 0.2762
H: 3.7520 6.6366 -1.5922
H: 2.4216 7.0871 -3.6289
H: 0.0928 6.2939 -3.7927

Atoms 1-6, force components in eV/Å:
-0.44 0.84 -0.15
0.01 0.00 -0.01
0.00 0.02 0.01
0.00 -0.01 0.00
0.01 0.02 0.01
0.00 0.00 -0.01

Summary:
HOMO (alpha / beta) (eV): -7.34 / -7.34
Energy relative to the best compared isomer or geometry (same formula, charge and spin) (eV): 0.6164
Gap between HOMO and LUMO (alpha / beta) (eV): 7.050 / 5.668
2S+1: 2
Charge: 0
Electronic energy (eV): -145174.019

A molecular structure, C40H33BrF9N8O5PSV, computed with ωB97M-V with the def2-TZVPD basis set.

CARTESIAN COORDINATES (ANGSTROEM)
V: 0.2175 -0.7098 0.2633
N: -4.8714 4.1905 3.3575
C: -4.5001 3.0733 2.6333
C: -4.7596 1.7889 3.1251
C: -4.4348 0.6680 2.3821
C: -3.8274 0.8085 1.1409
C: -3.5831 2.0785 0.6353
C: -3.9123 3.2036 1.3716
S: -3.3595 -0.6030 0.1830
O: -3.1252 -0.1026 -1.1497
O: -4.3536 -1.6156 0.3946
N: -1.9067 -1.0803 0.6971
C: -1.6263 -1.5568 1.9344
N: -0.2799 -1.7484 2.0396
C: 0.2189 -2.1229 3.2044
C: -0.6101 -2.3636 4.2870
C: -1.9702 -2.1890 4.0688
N: -2.4960 -1.7916 2.9174
H: -5.0643 4.0742 4.3361
H: -4.4566 5.0710 3.1104
H: -5.2401 1.6752 4.0900
H: -4.6440 -0.3219 2.7590
H: -3.1460 2.1770 -0.3508
H: -3.7400 4.1919 0.9600
H: 1.2978 -2.2183 3.2558
H: -0.2209 -2.6789 5.2427
H: -2.6758 -2.3781 4.8724
N: -1.1241 1.1735 2.9322
C: 0.0993 1.6530 3.5274
C: 0.2367 3.1844 3.7248
C: -0.2257 4.0781 2.5722
C: 0.3149 3.7849 1.1688
N: 1.6742 3.2593 1.0791
C: 2.7661 3.8900 1.4834
N: 3.8276 3.1727 1.8391
N: 2.7820 5.2335 1.5211
C: 1.3407 1.1206 2.7909
O: 2.4377 1.3892 3.3135
O: 1.2425 0.4998 1.6892
H: -1.2630 1.4951 1.9823
H: -1.9464 1.4328 3.4647
H: 0.1756 1.2033 4.5223
H: 1.2771 3.3821 3.9843
H: -0.3589 3.4857 4.5921
H: -0.0234 5.1155 2.8515
H: -1.3141 4.0114 2.4708
H: 0.2056 4.6652 0.5275
H: -0.2941 3.0248 0.6947
H: 1.7410 2.2421 1.0037
H: 3.5828 2.2915 2.3222
H: 4.6668 3.6477 2.1213
H: 2.0895 5.7506 1.0089
H: 3.6212 5.7176 1.7843
F: 1.6465 2.3689 -6.1887
C: 1.1728 1.4655 -5.3371
C: 0.9632 0.1649 -5.7402
F: 1.2178 -0.1978 -6.9945
C: 0.4700 -0.7585 -4.8300
F: 0.2218 -1.9743 -5.3253
C: 0.2084 -0.4536 -3.5025
P: -0.2631 -1.7242 -2.2408
C: -1.7814 -2.4554 -2.9103
C: -2.6223 -1.7634 -3.7738
C: -3.8316 -2.3170 -4.1627
C: -4.2161 -3.5589 -3.6808
C: -3.3875 -4.2471 -2.8064
C: -2.1749 -3.6988 -2.4213
C: 0.9514 -3.1065 -2.3202
C: 1.2765 -3.8756 -3.4409
C: 2.1782 -4.9231 -3.3454
C: 2.7593 -5.2465 -2.1265
C: 2.4110 -4.5270 -0.9970
C: 1.5133 -3.4731 -1.0985
C: 0.3489 0.8947 -3.1562
Br: -0.2713 1.6107 -1.5199
C: 0.8371 1.8308 -4.0443
F: 0.9781 3.1139 -3.7022
H: -2.3480 -0.7782 -4.1304
H: -4.4801 -1.7692 -4.8341
H: -5.1647 -3.9864 -3.9784
H: -3.6868 -5.2105 -2.4151
H: -1.5359 -4.2406 -1.7336
H: 0.8146 -3.6811 -4.3930
H: 2.4218 -5.4961 -4.2309
H: 3.4673 -6.0625 -2.0598
H: 2.8347 -4.7701 -0.0308
H: 1.2581 -2.9377 -0.1919
F: 7.2592 -1.8454 -0.7741
C: 5.9629 -1.4966 -0.7633
C: 5.4227 -0.7558 -1.8022
F: 6.2030 -0.3859 -2.8266
C: 4.0903 -0.3979 -1.7839
F: 3.5957 0.3130 -2.8172
C: 3.2197 -0.7557 -0.7376
O: 1.9719 -0.4199 -0.7555
C: 3.8076 -1.5059 0.2938
F: 3.0367 -1.9245 1.3209
C: 5.1409 -1.8695 0.2835
F: 5.6405 -2.5965 1.2925

Atoms 1-6, force components in eV/Å:
0.08 0.74 -0.42
-0.08 0.06 -0.01
0.04 -0.07 0.00
0.01 0.01 -0.03
-0.01 0.00 0.02
0.07 0.05 0.03

Summary:
HOMO (alpha / beta) (eV): -7.00 / -7.55
Energy relative to the best compared isomer or geometry (same formula, charge and spin) (eV): 0.0000
Gap between HOMO and LUMO (alpha / beta) (eV): 6.766 / 7.309
2S+1: 4
Charge: 0
Electronic energy (eV): -204487.521

A molecular structure, C40H33Cl4IrO3P, computed with ωB97M-V with the def2-TZVPD basis set.

CARTESIAN COORDINATES (ANGSTROEM)
Ir: -0.4129 0.6191 0.4843
Cl: 3.3144 0.9162 6.4913
C: 2.9001 0.4202 4.8835
C: 3.8463 -0.2161 4.0903
Cl: 5.4456 -0.5116 4.7020
C: 3.4952 -0.6111 2.7850
Cl: 4.7392 -1.3306 1.8056
C: 2.2111 -0.3952 2.3104
O: 1.6885 -0.7054 1.0737
C: 1.2380 0.3107 3.0757
O: 0.0788 0.6197 2.6148
C: 1.6274 0.6845 4.3808
Cl: 0.4515 1.5283 5.3210
C: 3.6812 5.2670 1.4064
C: 3.1290 5.4477 0.1445
C: 2.3674 4.4378 -0.4431
C: 2.1531 3.2362 0.2288
C: 2.6965 3.0769 1.5061
C: 3.4531 4.0816 2.0923
P: 1.3306 1.7493 -0.4867
C: 0.5784 2.4271 -2.0371
C: 1.1762 2.4509 -3.2971
C: 0.5247 3.0244 -4.3868
C: -0.7356 3.5758 -4.2310
C: -1.3505 3.5394 -2.9851
C: -0.7018 2.9661 -1.8986
C: 2.7970 0.7896 -1.0928
C: 3.7196 1.4219 -1.8488
C: 4.6572 0.7125 -2.6498
C: 4.6194 -0.6346 -2.6948
C: 3.7603 -1.3542 -1.8304
C: 3.7792 -2.7717 -1.7904
C: 3.0594 -3.4447 -0.8599
C: 2.3408 -2.7300 0.1293
C: 2.3163 -1.3867 0.0953
C: 2.9135 -0.6303 -0.9500
H: 4.2814 6.0498 1.8575
H: 3.2947 6.3742 -0.3923
H: 1.9344 4.6002 -1.4241
H: 2.5136 2.1530 2.0492
H: 3.8645 3.9372 3.0850
H: 2.1519 2.0097 -3.4411
H: 1.0073 3.0388 -5.3575
H: -1.2406 4.0264 -5.0780
H: -2.3467 3.9476 -2.8588
H: -1.1854 2.9196 -0.9323
H: 3.7219 2.5076 -1.8579
H: 5.3768 1.2524 -3.2522
H: 5.2870 -1.1856 -3.3496
H: 4.3824 -3.3065 -2.5164
H: 3.0689 -4.5269 -0.8451
H: 1.8387 -3.2322 0.9476
C: -0.8926 -0.2268 -3.8073
C: -0.9871 -1.1176 -2.5651
C: -0.2783 -2.4532 -2.8056
C: -2.4281 -1.2927 -2.1213
C: -3.2653 -2.1638 -2.8176
C: -4.5801 -2.3820 -2.4361
C: -5.0581 -1.7174 -1.3143
C: -4.2658 -0.8328 -0.5913
C: -4.8437 -0.1637 0.6409
C: -4.9276 1.3600 0.5032
C: -4.0944 -0.5536 1.9206
C: -2.9383 -0.5814 -1.0136
O: -2.2299 0.3449 -0.3680
H: 0.1552 -0.0382 -4.0776
H: -1.3768 0.7391 -3.6300
H: -1.3875 -0.7060 -4.6609
H: -0.4599 -0.6113 -1.7647
H: -0.6186 -2.9301 -3.7327
H: -0.4577 -3.1476 -1.9787
H: 0.8063 -2.2974 -2.8891
H: -2.8732 -2.6860 -3.6878
H: -5.2158 -3.0654 -2.9894
H: -6.0826 -1.8870 -0.9880
H: -5.8652 -0.5392 0.7359
H: -3.9305 1.7822 0.3821
H: -5.3877 1.7973 1.3970
H: -5.5332 1.6393 -0.3654
H: -3.0761 -0.1699 1.9078
H: -4.0513 -1.6411 2.0280
H: -4.6015 -0.1425 2.8009

Atoms 1-6, force components in eV/Å:
0.20 1.37 -0.26
-0.04 -0.03 -0.09
-0.05 0.01 -0.09
-0.05 0.01 -0.03
-0.19 0.03 -0.09
0.08 -0.01 0.09

Summary:
HOMO (alpha / beta) (eV): -4.10 / -3.93
Gap between HOMO and LUMO (alpha / beta) (eV): 6.403 / 6.238
Charge: -1
Electronic energy (eV): -110376.784

A molecular structure, C40H34IrN2OSe2Si2, computed with ωB97M-V with the def2-TZVPD basis set.

CARTESIAN COORDINATES (ANGSTROEM)
Ir: -0.1875 -0.5789 -1.6460
Se: -0.5306 -3.2163 -1.1404
Se: 0.5174 -2.0737 -3.5363
C: 2.1536 -1.4285 -2.7739
C: 3.4400 -1.7972 -3.0822
C: 4.4633 -1.1776 -2.3610
C: 4.1504 -0.2524 -1.3810
C: 2.8190 0.0672 -1.1336
N: 1.8544 -0.5186 -1.8359
C: -2.2477 -2.4599 -1.4320
C: -3.4264 -3.1753 -1.4374
C: -4.6121 -2.4753 -1.6579
C: -4.5602 -1.1090 -1.8555
C: -3.3318 -0.4520 -1.8238
N: -2.1996 -1.1148 -1.6179
H: 3.6393 -2.5304 -3.8515
H: 5.4950 -1.4343 -2.5600
H: 4.9248 0.2277 -0.8000
H: 2.5169 0.7775 -0.3726
H: -3.4157 -4.2435 -1.2715
H: -5.5584 -2.9988 -1.6689
H: -5.4607 -0.5342 -2.0189
H: -3.2589 0.6221 -1.9246
O: 0.0126 -0.6014 0.2652
Si: 0.7069 -0.8182 1.7379
C: 1.8822 -2.2938 1.7471
C: 2.3605 -2.8058 2.9540
C: 3.1896 -3.9171 2.9887
C: 3.5523 -4.5601 1.8127
C: 3.0853 -4.0820 0.6006
C: 2.2606 -2.9624 0.5771
C: -0.6097 -1.2686 2.9717
C: -1.2212 -2.5099 2.8899
C: -2.2132 -2.8849 3.7905
C: -2.5942 -2.0107 4.7940
C: -1.9961 -0.7758 4.8915
C: -1.0063 -0.4036 3.9815
C: 1.5691 0.7440 2.2991
C: 1.2303 1.9726 1.7263
C: 1.8728 3.1469 2.0967
C: 2.8656 3.1105 3.0635
C: 3.2030 1.9031 3.6609
C: 2.5618 0.7329 3.2812
H: 2.0643 -2.3470 3.8907
H: 3.5479 -4.2905 3.9388
H: 4.1889 -5.4343 1.8436
H: 3.3586 -4.5839 -0.3208
H: 1.9075 -2.6002 -0.3751
H: -0.9022 -3.2139 2.1217
H: -2.6772 -3.8610 3.7219
H: -3.3528 -2.3011 5.5084
H: -2.2970 -0.0964 5.6785
H: -0.5395 0.5720 4.0648
H: 0.4289 2.0181 0.9996
H: 1.5915 4.0872 1.6390
H: 3.3685 4.0214 3.3603
H: 3.9695 1.8718 4.4241
H: 2.8511 -0.1957 3.7596
C: -3.6292 3.6117 1.0454
C: -3.2871 2.2791 1.2344
C: -2.3174 1.6930 0.4354
C: -1.6849 2.4293 -0.5731
C: -2.0425 3.7707 -0.7522
C: -3.0021 4.3587 0.0574
Si: -0.2865 1.7990 -1.6204
C: -0.3761 2.1698 -3.4337
C: 0.6829 2.9015 -3.9899
C: 0.5921 3.3970 -5.2808
C: -0.5402 3.1416 -6.0434
C: -1.5825 2.3833 -5.5219
C: -1.4980 1.8963 -4.2301
H: -4.3811 4.0713 1.6729
H: -3.7654 1.7004 2.0139
H: -2.0283 0.6659 0.6266
H: -1.5711 4.3649 -1.5283
H: -3.2560 5.4013 -0.0795
H: 0.9867 2.3673 -1.1294
H: 1.5708 3.1057 -3.4029
H: 1.4023 3.9850 -5.6906
H: -0.6102 3.5311 -7.0503
H: -2.4590 2.1809 -6.1226
H: -2.3214 1.3094 -3.8395

Atoms 1-6, force components in eV/Å:
0.67 0.06 0.44
0.10 -0.65 -1.21
-0.86 -0.05 1.12
0.44 -0.09 -0.07
-0.14 0.01 -0.03
-0.01 0.05 0.10

Summary:
HOMO (alpha / beta) (eV): -13.42 / -13.42
Energy relative to the best compared isomer or geometry (same formula, charge and spin) (eV): 0.3757
Gap between HOMO and LUMO (alpha / beta) (eV): 4.495 / 4.427
2S+1: 2
Charge: +2
Electronic energy (eV): -196333.028

A molecular structure, C40H34IrN2OSe2Si2, computed with ωB97M-V with the def2-TZVPD basis set.

CARTESIAN COORDINATES (ANGSTROEM)
Ir: -0.3026 -1.0534 -1.6178
Se: 0.6063 0.8760 -3.3181
Se: -1.6681 -1.1977 -4.0592
C: -2.8147 -0.4932 -2.7232
C: -4.0925 -0.0196 -2.9979
C: -4.8553 0.4731 -1.9558
C: -4.3134 0.4807 -0.6747
C: -3.0455 -0.0361 -0.4754
N: -2.3044 -0.5111 -1.4755
C: 1.8848 -0.5221 -3.2142
C: 3.0531 -0.5270 -3.9685
C: 3.9453 -1.5696 -3.7977
C: 3.6460 -2.5675 -2.8767
C: 2.4697 -2.4844 -2.1541
N: 1.5964 -1.4884 -2.3187
H: -4.4736 -0.0532 -4.0081
H: -5.8482 0.8543 -2.1385
H: -4.8803 0.8570 0.1600
H: -2.6012 -0.0659 0.5068
H: 3.2514 0.2843 -4.6548
H: 4.8643 -1.5943 -4.3606
H: 4.3285 -3.3849 -2.7058
H: 2.2331 -3.2195 -1.3972
O: 0.1563 0.8325 -0.2426
Si: 0.0154 2.1836 0.5090
C: -1.0595 3.5334 -0.3341
C: -1.1268 4.8390 0.1326
C: -1.8733 5.7908 -0.5444
C: -2.5498 5.4431 -1.7013
C: -2.4896 4.1419 -2.1696
C: -1.7425 3.1934 -1.4918
C: 1.7050 3.1104 0.7227
C: 2.2655 3.6467 -0.4211
C: 3.4772 4.3157 -0.3309
C: 4.1052 4.4433 0.8946
C: 3.5369 3.9006 2.0314
C: 2.3248 3.2269 1.9498
C: -0.6543 1.9010 2.2967
C: -0.6282 0.6154 2.8056
C: -1.1744 0.3672 4.0562
C: -1.7168 1.4048 4.7942
C: -1.7105 2.6938 4.2926
C: -1.1759 2.9440 3.0373
H: -0.5841 5.1333 1.0185
H: -1.9242 6.8023 -0.1716
H: -3.1226 6.1841 -2.2421
H: -3.0100 3.8665 -3.0741
H: -1.6792 2.1813 -1.8652
H: 1.7730 3.5526 -1.3783
H: 3.9178 4.7354 -1.2225
H: 5.0413 4.9749 0.9645
H: 4.0257 3.9923 2.9894
H: 1.8915 2.8028 2.8430
H: -0.1872 -0.1849 2.2330
H: -1.1687 -0.6408 4.4424
H: -2.1374 1.2101 5.7688
H: -2.1226 3.5121 4.8642
H: -1.1877 3.9532 2.6591
C: 3.5416 -2.6496 2.7674
C: 3.3950 -1.6959 1.7724
C: 2.2437 -1.6689 1.0043
C: 1.2300 -2.6072 1.1976
C: 1.3960 -3.5691 2.1952
C: 2.5343 -3.5773 2.9848
Si: -0.4416 -2.5595 0.2556
C: -1.0401 -4.2750 -0.3535
C: -2.2197 -4.7786 0.1941
C: -2.5783 -6.1014 0.0058
C: -1.7804 -6.9334 -0.7648
C: -0.6332 -6.4309 -1.3593
C: -0.2721 -5.1095 -1.1647
H: 4.4345 -2.6669 3.3744
H: 4.1725 -0.9645 1.6007
H: 2.1228 -0.8983 0.2556
H: 0.6290 -4.3105 2.3647
H: 2.6304 -4.3063 3.7771
H: -1.4685 -2.1409 1.2706
H: -2.8516 -4.1420 0.7949
H: -3.4794 -6.4821 0.4639
H: -2.0592 -7.9655 -0.9126
H: -0.0166 -7.0702 -1.9734
H: 0.6216 -4.7371 -1.6416

Atoms 1-6, force components in eV/Å:
0.17 0.79 0.25
-0.17 -0.18 0.30
0.25 -0.06 0.48
-0.56 0.13 -0.24
0.39 -0.21 -0.13
0.16 0.10 0.47

Summary:
HOMO (alpha / beta) (eV): -13.27 / -13.32
Energy relative to the best compared isomer or geometry (same formula, charge and spin) (eV): 1.1810
Gap between HOMO and LUMO (alpha / beta) (eV): 8.165 / 3.817
2S+1: 6
Charge: +2
Electronic energy (eV): -196329.759